Entry from OMol25: a structure of composition C29H56F2N2NbO22 at a distorted geometry (ωB97M-V/def2-TZVPD).

The geometry in ORCA input format:
```
! wB97M-V def2-TZVPD RIJCOSX def2/J DEFGRID3
* xyz -1 1
O -0.86624 -0.23339 -8.81933
C -1.47590 0.77676 2.96694
C 2.02435 2.95199 6.06053
N -1.48091 2.08330 -2.29518
O -7.90064 -2.34238 -4.65822
H -9.16647 -3.89102 -4.87608
H -1.09972 -3.23281 2.17945
H 1.79085 -2.29223 1.78439
H 9.50741 -0.55133 -3.09582
O -4.19908 5.40552 6.53617
C -0.99647 2.67093 -3.46254
O 7.95047 -0.17688 -4.31704
H 2.71312 -5.56252 7.27032
H 3.28262 -4.42774 6.01615
H -1.32510 3.04303 0.36874
C -3.31068 4.93983 7.55617
O 3.84865 -5.65150 3.75637
H -3.25484 5.74465 8.28306
N 1.64599 0.47332 1.57346
C -1.55514 -0.50755 -6.24700
H -9.08491 -3.25310 -3.21251
H -0.27120 -1.95095 -10.70824
H 2.37059 4.96896 3.59309
C -1.94099 1.48266 1.66447
H 4.77249 0.70452 -6.89072
C 1.39012 2.79072 -1.56148
H 1.83095 -0.85864 -0.07383
O -3.88877 3.43929 5.46686
O -5.21769 5.07133 4.65479
H 0.81883 1.46385 7.86128
H -0.49335 1.11935 3.28998
Nb 0.02067 1.09141 -0.97067
C -2.60593 1.29765 -2.54834
H -2.49522 0.74555 1.08145
H 1.15670 3.82263 -1.28237
O -0.86478 3.82378 -3.68920
O -6.51739 -0.69755 -4.44256
H -3.70077 4.03666 8.02182
C 2.90959 -5.43116 6.21082
C -9.11011 -2.99191 -4.26908
H -2.64415 2.26196 1.97488
O 6.29461 0.25528 -5.63769
H -2.19865 1.04192 3.74449
H 1.46166 -0.02059 7.11137
O -3.72805 1.52857 -2.25536
H -0.61881 -2.12763 0.90044
C -0.49466 -1.20078 -8.20303
H -1.66683 -0.88285 -5.23863
H -2.32457 4.73608 7.14298
O 0.26540 -2.18333 -8.71282
H 1.55513 5.36673 5.12050
H -0.04995 2.55579 1.48983
H -5.94855 3.29832 3.83859
C -7.66002 -1.19706 -4.00340
C 4.27219 -6.39565 4.60059
C 1.03648 -3.06917 1.91341
O 1.78573 1.64300 6.03060
O 2.10415 3.38472 4.80612
H -5.17250 0.80578 -4.27812
H 6.13802 -6.49857 2.76606
C 4.92939 0.05920 -6.03220
C -6.11281 0.53400 -3.81313
H -5.96385 0.39044 -2.74745
H 7.91649 -0.66989 -2.29670
O -0.39383 -1.37087 2.81047
H 3.30850 5.05953 5.10530
C -5.48508 4.22970 3.52097
O 5.19031 -7.34582 4.41405
H 4.85363 -7.66481 2.38510
O 6.00154 -1.27251 -3.99801
O 3.90331 -6.41086 5.88163
H 2.56844 1.14391 7.89099
H 0.66508 0.19165 -2.46284
F -0.64896 1.77179 -4.43055
C -0.83160 2.17182 0.82482
H 2.00198 -5.59789 5.63446
F -2.33253 0.14240 -3.21174
H -6.86344 1.30186 -3.99089
H 1.13379 -3.75021 1.06509
H 6.39847 -8.23753 3.07021
H 2.65190 0.66624 -0.29112
H 3.00111 3.44140 -2.80411
C -4.38837 4.53040 5.54339
H 1.25498 -3.61035 2.83508
O -0.75276 -1.48591 -6.94005
H 2.00454 1.38557 1.81541
O -8.38130 -0.72096 -3.16330
C -0.35609 -2.48209 1.90195
C 1.65270 1.02879 7.31332
H -2.52474 -0.41803 -6.73401
H 1.22405 -2.85518 -10.34887
H 8.45818 -1.96574 -3.38420
H -6.16507 4.79705 2.89376
C 1.74777 0.21300 0.13401
C 2.46818 2.61786 -2.32650
C -1.57369 -0.71722 2.86502
H -1.04871 0.45416 -6.23863
H -9.97085 -2.35338 -4.46168
H 4.25295 0.33450 -5.22591
H 4.75847 -0.97754 -6.31564
H 2.85486 1.62470 -2.53779
C 8.48183 -0.89325 -3.19944
C 5.66923 -7.43324 3.06711
O 2.14297 3.62696 7.05281
H 2.07806 -0.23594 2.14822
O -2.62236 -1.30086 2.84561
H -1.04697 -0.39425 -0.70931
H -4.56614 4.01186 2.98111
H 1.19178 -1.07703 -10.20969
C 6.67582 -0.47545 -4.59425
C 2.35274 4.78428 4.66284
C 0.61834 -1.99377 -10.08162
*
```

Properties
DFT total energy	-85987.91836	eV
gap between HOMO and LUMO	6.70	eV
molar mass	915.66	g mol⁻¹

***

Entry from OMol25: a structure of composition C29H56N5O4PS2Si4TeTl (ωB97M-V/def2-TZVPD).

The geometry in ORCA input format:
```
! wB97M-V def2-TZVPD RIJCOSX def2/J DEFGRID3
* xyz 1 1
H -5.45540 1.81379 -2.43121
C 1.04257 -6.19005 -2.94896
C -2.91457 3.16394 -0.44047
H 6.06151 -0.77495 -0.61444
C -2.80297 2.35804 0.68112
H 4.43454 5.19854 1.29517
H -5.77747 -0.40399 -0.34189
H -6.92889 1.50945 -1.50141
H 2.48911 4.71123 -0.99718
N 1.01802 -3.97795 1.22126
C -1.25322 1.80133 -1.47119
H -3.46492 -2.06774 -5.14281
C -2.12650 2.87593 -1.54572
C 5.18210 2.29142 -1.49912
C 1.55048 0.10174 5.34330
H 0.11334 3.19100 2.32951
C 3.62048 5.13459 2.02121
H -2.20812 3.43592 -2.46952
H -0.68954 -5.47364 -5.75704
Si 2.88244 0.24942 4.06524
H 1.73879 -6.89760 -2.51690
O -4.02413 -2.50306 -0.76883
H 0.23427 4.94319 2.55515
H 3.83923 -2.02352 3.91360
C -3.83355 -0.00075 -4.65506
H -1.37115 -3.58962 -4.28674
C 1.01668 -4.98608 -0.78447
C 1.66359 4.66912 -0.28293
H -2.87922 5.40170 -1.79962
Si 2.21720 4.08429 1.39500
C 6.46687 1.96970 1.26303
H 6.35231 3.02325 1.52943
H 0.87948 4.03022 -0.69398
H 1.25866 5.67919 -0.17197
H 1.63128 -5.76923 -0.33882
H -3.57985 0.72407 -3.87993
H -5.88214 -0.65926 -2.08738
H -5.43975 -4.74004 -1.24112
N 0.62687 -3.99309 -0.10163
C 5.14559 -0.46468 -0.10414
H 5.09722 -0.97853 0.85878
N -3.68892 5.33916 -1.21231
C -3.25527 -1.36470 -4.33854
C 0.59217 -6.33121 -4.25083
H -5.46305 2.03540 -0.66957
H -1.15940 -3.37980 4.68585
S -1.04021 -2.18618 1.45398
C 0.30359 -3.15518 1.93256
H -1.79137 0.64475 1.51336
H -2.49692 -3.91037 -0.96627
C -1.89794 1.30997 0.66155
H 3.24272 6.14714 2.19056
O -4.00769 -0.11451 -1.36055
H -0.98309 -1.70686 4.09317
C -5.84121 1.42214 -1.48856
H 2.90145 2.74234 3.95300
H 0.72967 -0.52414 4.99214
O -3.83379 -1.93896 -3.15845
H -3.43540 2.54397 1.53915
Tl -0.10914 -1.70365 -1.23553
H -4.92007 -0.05475 -4.73439
H -4.32822 -4.49557 -2.59482
H 5.05234 -0.78592 3.52976
C -5.45432 -0.02426 -1.31060
H -4.37256 6.07669 -1.24102
C 0.79508 4.00471 2.58661
P -3.23921 -1.47265 -1.71404
H 4.45203 2.06648 3.36942
H 4.09890 2.13363 5.09187
N -1.12521 1.03631 -0.39093
H 1.13254 3.85069 3.61412
Si 5.12158 1.37570 0.11861
Te 1.64830 0.02649 1.82857
H 4.29194 -0.80260 -0.69649
H -4.04103 -5.80893 -1.43591
H -3.43597 0.35456 -5.60744
H -3.61742 -4.13259 0.37080
C -3.55375 -3.86740 -0.68178
H 4.56577 -1.06030 5.21163
H 7.42607 1.85778 0.74908
H 6.51462 1.38385 2.18290
H 4.35680 2.01606 -2.15950
C -3.93240 4.27485 -0.40640
H 6.11618 2.04138 -2.00934
H 5.15891 3.37401 -1.35322
Si 3.04414 1.87943 1.14426
H 1.14799 1.08672 5.58966
H -0.09185 -2.24871 5.54203
H 0.92510 -7.16151 -4.85969
C -4.39308 -4.78111 -1.54455
H 1.95782 -0.34696 6.25357
N -0.26067 -4.20458 -2.67617
C 0.58594 -5.12047 -2.19011
C -0.68171 -4.34741 -3.92791
S 0.95541 -3.04384 3.58722
C 4.20712 -1.03121 4.17703
H 4.03039 4.76935 2.96518
C -0.47426 -2.54415 4.56603
H -2.16674 -1.30036 -4.22244
C 3.64781 1.95808 4.10900
C -0.29536 -5.39544 -4.75336
O -4.90094 4.20220 0.31980
H -0.64547 1.52516 -2.32903
*
```

Properties
DFT total energy	-121077.98595	eV
gap between HOMO and LUMO	5.16	eV
relative energy (zero: lowest compared OMol25 entry of this formula, charge and spin)	172.0	kJ/mol
molar mass	1078.23	g mol⁻¹

***

Entry from OMol25: a structure of composition C29H57Al2Br4Cl3F3N4O9PS2 at a distorted geometry (ωB97M-V/def2-TZVPD).

The geometry in ORCA input format:
```
! wB97M-V def2-TZVPD RIJCOSX def2/J DEFGRID3
* xyz 2 1
H 4.51088 1.27434 0.34516
H 3.10211 2.03065 -0.40610
H 6.22102 -5.51317 2.55034
H -0.77455 -5.92697 -2.74033
F 2.50520 -2.44518 7.86600
H -0.73909 -1.97187 -1.43408
H 1.67171 3.39251 1.88644
C 3.68925 -2.70017 7.31293
H 1.01888 -0.65640 -4.98027
H 1.05787 6.56806 0.24641
H 2.17302 -1.61975 -0.77971
H -6.15418 4.77867 1.67350
N 0.34551 -2.83975 0.99326
H -1.32134 -1.98405 2.41868
C 1.40540 -3.19839 1.99726
C -2.26663 0.65833 0.92605
H 2.67630 1.59864 -4.27057
C 2.71403 0.39207 0.94876
C -0.86485 -4.82100 -2.95279
H 3.53460 2.31964 1.32386
C 5.41467 -5.54626 1.83390
H -0.07181 3.22780 2.18542
Cl 1.22271 8.54575 1.50931
C 3.14906 -0.20494 -3.10584
H 0.41333 0.97583 -5.43853
H 1.55952 -3.73343 -0.52600
H -5.02255 5.44476 2.88176
C 0.69094 -2.77646 -2.81520
H 1.06430 2.09578 2.89023
C 0.25558 0.12206 -4.79201
H 3.15505 -1.13099 -3.67502
O 0.07569 2.12570 -0.17093
F 4.63673 -2.15342 8.05983
H -8.36410 3.49009 -2.52571
H -2.30221 -0.04367 2.87291
H 3.18699 -5.35399 0.56922
H -9.07556 3.70638 1.49468
H -0.84756 0.81801 2.54694
H -2.71368 4.20818 0.14289
C 0.85347 2.69736 2.01145
S -1.69335 -4.66189 -4.53461
H 4.32087 1.56179 -3.69679
H 0.55831 7.99454 -0.66892
C 0.30664 -2.27480 -1.40523
H -1.53721 8.12031 0.74029
H 5.38222 -6.47819 1.28371
Br 5.37359 -1.45609 -5.19189
F 3.87018 -4.01722 7.28403
C 3.52891 0.94128 -4.08472
Br -7.24571 4.54435 -0.59204
H 4.17440 -4.54480 3.30207
Al 2.15321 -6.28304 -3.52486
N -0.94686 -1.21380 1.88437
O 2.67527 -2.69051 4.90893
N 0.60957 -0.56013 0.26445
H -3.05176 4.01088 1.87314
H -5.89475 6.52778 1.78069
H 5.62784 -4.77136 1.09712
H -7.06107 1.47221 -2.86224
C 3.49717 1.60570 0.50813
H -2.54563 1.68110 1.15241
H -1.41752 -4.41907 -2.12045
C 0.69514 1.79209 0.81698
C 0.01176 -1.51100 1.05384
C 3.18456 -4.63357 1.39208
H -0.06363 1.57384 -3.24976
H 3.60900 -6.16815 2.76945
C -1.53607 0.10264 2.11977
H -0.12397 -4.20467 -0.47619
C 0.47715 7.48655 0.29047
H 0.93166 -3.16446 2.97655
H 3.61925 -3.71579 0.99762
C -6.80556 2.11660 -2.02524
H -6.75358 4.07036 -2.98789
C -0.97244 7.20588 0.58569
O -3.46369 -0.15586 0.73191
Cl -2.17483 -7.08342 -1.77497
C -3.50239 4.16064 0.89206
H 3.83598 0.53471 -5.08182
H -0.76252 0.03283 -2.90971
C -5.41385 5.55583 1.86911
C 4.05420 -5.22735 2.47157
C 0.12767 0.51154 -3.31057
H -0.01240 -2.34508 -3.51655
S 3.75073 -2.01850 5.61387
C 1.22607 -1.10865 -0.95332
H -0.66023 -0.34818 -5.13918
Br -5.60559 -0.12338 1.28944
Al 2.80486 -0.55498 -6.02666
C 0.55109 -3.36512 -0.35869
H 3.92666 -0.20282 -2.35729
H -1.42415 6.66221 -0.24114
Cl -1.17330 6.19409 2.04769
C -4.28261 5.45565 0.88250
C 0.56344 -4.28215 -3.01106
C -7.31414 3.51171 -2.24329
H -2.50768 -3.62956 -4.28317
H 2.22616 -2.48649 2.03204
H -7.18274 1.68095 -1.10547
O 3.27793 -0.66696 1.23823
O -4.00395 6.35127 0.12499
P 1.57535 0.18223 -2.22723
H 0.90429 -4.48250 -4.04213
Br -4.86007 2.06400 -1.92244
O 1.81750 -4.49144 1.80144
O -8.32067 3.81890 2.10318
H -1.70156 0.60992 0.00279
H -4.17360 3.33076 0.65823
H -3.64749 -0.13113 -0.21776
N 1.26285 0.46586 0.97936
H 1.24318 -4.86610 -2.35485
O 3.53274 -0.59720 5.76692
O 5.06243 -2.36079 5.11514
H 1.70103 -2.48550 -3.07832
*
```

Properties
DFT total energy	-425395.78210	eV
gap between HOMO and LUMO	1.22	eV
molar mass	1237.83	g mol⁻¹

***

Entry from OMol25: a structure of composition C29H57Li3O14P at a distorted geometry (ωB97M-V/def2-TZVPD).

The geometry in ORCA input format:
```
! wB97M-V def2-TZVPD RIJCOSX def2/J DEFGRID3
* xyz -1 1
H 2.06216 -0.22270 5.35378
C 0.75167 -4.26993 -0.09577
H 2.41428 -4.76278 1.33758
C -0.71919 -0.25962 -0.69458
H -0.00307 -4.57578 0.62875
O 1.03962 -0.69793 3.61183
H -0.21683 0.64136 0.81971
H 0.88700 2.20628 -0.09774
C -1.70149 4.94697 0.93181
H -4.46837 1.93484 -1.10103
H 3.19831 -3.95951 -4.14320
H -4.24717 0.57019 -3.63372
Li -2.50824 -1.62922 0.01967
C -1.39660 0.46792 2.49144
H 2.06800 0.48637 0.89943
H -4.38736 2.59991 -2.63276
C 2.36954 0.55612 -0.14571
H 3.08204 -2.67210 -0.62996
H -0.62666 0.91025 1.85929
C 2.17411 -3.83798 -3.79056
C 0.45652 4.04690 1.29298
C 1.90679 1.46364 3.93845
O 0.25572 0.16720 0.13162
H -2.08460 1.90055 -0.60473
H -2.30503 3.40145 -1.46958
O -1.88235 -0.25573 -0.29742
H 2.97244 1.42875 4.16489
C -2.40553 2.31973 -1.55835
C -1.90106 3.50379 1.54540
H 3.31911 -2.40839 1.05518
C -3.50960 -0.34391 3.01234
H 1.43382 1.79518 -1.77313
H 2.75925 -2.72005 -1.92131
O -2.29680 0.45190 -2.87443
H -2.43524 3.32012 2.47760
C 1.66491 -0.36434 2.42079
H 4.97280 2.48793 -0.74099
C -3.63271 0.62513 -2.73510
H 0.71533 1.65606 2.14646
O -0.45707 -0.79666 -1.78447
H -1.78871 4.98052 -0.15418
O -1.51735 -2.94950 -0.45373
H -2.42388 2.82822 0.86837
H 0.88161 3.81490 0.31647
C 2.59754 -2.79976 0.33805
C 1.53630 -2.69251 -4.47380
C 0.39991 -2.30906 -3.48272
H 4.14367 1.76592 -2.09262
H 2.69640 3.67386 -1.32211
C -1.65465 1.71945 -2.77055
O -1.35344 -2.21019 -2.83329
H -1.26642 -1.44861 1.53686
H -3.96349 0.09380 3.90144
H 1.10994 -0.85198 1.61934
O 0.50371 -2.87765 -0.38629
H 0.51955 -4.72759 -1.05742
H -2.44756 5.65002 1.30221
Li -0.32971 -2.35816 -1.75358
C 2.83033 2.84407 -0.62812
H -1.15363 0.89213 3.46567
H -0.39299 2.71375 2.81739
H -4.39590 -0.56707 2.41838
O -0.33600 5.22446 1.30567
C 2.05409 -3.46668 -2.28654
H 1.99246 -0.26571 -0.75439
C -0.52708 2.96115 1.76434
C 1.27553 -1.98838 0.31763
H -3.89453 -0.21287 -2.08911
H -0.22674 2.14778 1.10379
O -2.60280 -1.43474 3.15893
C -3.81871 1.94134 -1.97625
H -3.10131 1.64755 2.23363
H 2.40365 1.73176 1.90880
H -0.56628 -2.71077 -3.78799
H 2.19380 -1.83509 -4.61742
C 1.71301 1.86522 -0.72182
H 2.37830 -4.28737 -1.64665
C 1.37925 0.22975 4.63474
C -2.82274 0.61163 2.04035
Li -2.12154 -0.74550 -2.10237
O -3.38053 -3.79877 -1.99420
P -2.37613 -2.65966 -1.75475
H 0.43495 0.34369 5.16709
C 4.02508 2.04374 -1.04532
H 1.36353 2.36313 4.22807
C 1.64646 1.20522 2.48976
C 2.19180 -4.26386 0.39434
H -1.78283 2.30898 -3.67836
O 3.79610 0.77440 -0.33100
H 2.72756 -4.78195 -0.40105
H 1.30973 -0.98825 -0.11443
O 0.71703 -2.93100 -2.23362
C -1.37242 -1.10071 2.56439
H 1.20492 -2.80676 -5.50590
H 0.69256 -1.97944 1.23859
H 1.69830 -4.81488 -3.87646
H -0.57981 1.78258 -2.60077
H 0.38264 -1.23090 -3.32342
H 2.99580 3.17870 0.39595
H 1.30785 4.14530 1.96651
H -0.52675 -1.54738 3.08729
O -3.26884 -1.43226 -1.38938
H 2.61654 -0.85264 2.63071
H -3.04589 0.33290 1.01049
*
```

Properties
DFT total energy	-69545.77030	eV
gap between HOMO and LUMO	6.02	eV
relative energy (zero: lowest compared OMol25 entry of this formula, charge and spin)	3062.9	kJ/mol
molar mass	681.56	g mol⁻¹